C35H56F7IN3O16P3S | the ωB97M-V functional and the def2-TZVPD basis

Energy above the lowest of the compared OMol25 structures with the same formula, charge and spin: 0.000 eV
Frontier orbital gap: 0.293 hartree
SMILES: CCC(=O)OCCN(C(F)(F)C(F)(F)C(F)(F)F)[C@](CP(=O)(O)O)(c1ccncc1)[C@@](S)(CCCCO)O[C@@](N=C=O)(P(C)O)P(O)I.CCOC(C)=O.CCOC(C)=O.CCOC(C)=O

Structure (ORCA input):
```
! RIJCOSX wB97M-V def2-TZVPD def2/J DEFGRID3
* xyz 0 1
H 0.72 1.26 0.52
H 4.78 4.63 3.81
C -4.43 1.05 0.83
H 1.76 2.85 4.30
C -1.19 0.00 -1.14
O -5.42 0.39 0.93
H -2.35 -0.70 0.52
C 1.68 1.14 -2.25
I -3.77 4.03 -3.09
O -1.23 -1.32 2.40
H -11.37 0.44 -3.77
H -9.74 0.41 -5.63
C 7.01 0.26 0.74
H 4.39 -1.39 -2.62
C 5.99 -0.13 -1.44
C 6.55 -3.44 3.99
H -3.26 -0.31 -0.85
C 3.77 2.28 3.78
N -3.24 1.37 0.87
H -4.15 1.19 -3.65
O -4.09 0.84 -2.75
H -1.42 4.85 1.96
C -7.73 -0.12 -2.31
C -10.65 -0.37 -3.86
C 0.26 -0.45 -0.68
H -7.94 -1.01 -2.90
F 2.37 4.33 -1.83
H -4.43 -2.56 -2.90
O 0.71 -0.14 3.28
H -8.37 -0.13 -1.42
C 4.71 -2.42 2.75
C 0.62 0.20 0.71
C -4.87 -2.99 -2.01
H -10.38 -0.67 -2.84
H -4.88 -4.07 -2.04
H -11.12 -1.21 -4.36
H -2.17 -1.14 2.43
O -6.25 -2.64 -1.97
O -8.83 1.25 -4.04
C -2.60 1.90 -0.42
H -2.18 -2.92 -0.21
H -0.29 -2.46 -2.46
C -7.93 1.18 -3.05
H 1.18 -2.00 1.43
O -3.96 4.17 0.36
C -2.35 -0.81 -0.56
F 0.33 4.61 -1.86
H 3.64 1.25 4.11
C -2.68 -2.26 -0.90
C 6.96 -0.72 -0.47
H 4.25 2.81 4.61
C -4.19 -2.55 -0.72
H -2.10 1.00 2.80
H 2.25 -1.81 -2.30
H -8.70 -0.70 -4.77
H -0.10 -4.78 -2.23
H 4.50 -2.30 4.92
F 2.85 1.66 -1.79
C 1.24 3.71 -1.58
H -4.73 -1.70 -0.31
H -6.30 -1.71 -2.17
F 1.89 0.69 -3.54
H -4.30 -3.35 -0.01
H 1.62 -0.14 0.90
H 2.83 -1.38 -0.67
C 3.86 -0.55 -2.19
O 4.63 2.21 2.65
O -1.19 1.26 2.67
O -7.35 2.17 -2.71
N 1.42 -0.03 -1.54
C 3.91 -2.30 4.01
H 6.49 -2.63 4.72
H 4.99 -4.70 4.79
H 2.50 3.89 3.08
H -0.70 3.27 1.76
C -9.43 0.09 -4.64
H -3.92 5.09 0.64
O 4.69 -0.10 -1.09
H 7.92 -0.76 -0.94
P -2.38 3.75 0.07
H 6.69 -1.73 -0.17
H 7.61 -3.53 3.72
O 6.38 0.34 -2.48
N 0.60 -4.72 -0.32
C 2.52 -1.01 -1.63
H 6.16 -5.54 3.79
O 6.19 3.03 1.36
H -1.77 0.74 -3.53
H 1.33 -4.33 1.53
H 3.37 -1.35 3.97
C 0.83 -2.56 0.58
H 6.60 -5.04 5.43
C 0.17 -4.15 -1.41
H 3.84 0.22 -2.94
O 5.89 -3.08 2.78
C 0.33 -1.97 -0.52
F -0.23 2.55 -3.06
F 1.70 2.96 -3.63
H 6.92 1.23 0.30
H -2.42 -2.61 -1.89
C 5.40 3.24 2.23
O -1.37 1.36 -0.78
S -1.23 -0.35 -2.98
H 1.95 2.28 2.64
C 0.99 2.51 -2.57
C 0.05 -2.82 -1.51
C 2.42 2.86 3.44
H 7.90 0.14 1.33
H 6.10 0.09 1.29
C 6.05 -4.75 4.54
C 5.17 4.62 2.79
C -1.63 3.81 1.72
H 6.13 5.13 2.82
C 0.93 -3.89 0.63
O 4.31 -2.02 1.69
F 1.26 3.38 -0.30
H -6.69 -0.18 -2.00
H 4.50 5.16 2.14
P -0.30 -0.01 2.25
P -4.10 2.05 -1.65
H 3.18 -3.11 4.05
H -2.32 3.47 2.48
*
```

=====

C3H9N2O | the ωB97M-V functional and the def2-TZVPD basis

Energy above the lowest of the compared OMol25 structures with the same formula, charge and spin: 3.198 eV
Frontier orbital gap: 0.367 hartree

Structure (ORCA input):
```
! RIJCOSX wB97M-V def2-TZVPD def2/J DEFGRID3
* xyz 1 1
H -1.48 0.79 -0.42
H -0.14 -1.84 -0.73
N -1.51 -0.60 1.20
C 0.48 0.45 0.32
H -2.46 -0.88 1.00
N 1.05 1.55 -0.28
C -0.02 -0.93 -1.30
H -1.39 -0.32 2.16
H -0.81 -0.74 -2.02
C -0.90 0.20 0.27
H 1.29 1.50 -1.26
H 0.96 -0.72 -1.70
O 1.13 -0.08 1.36
H 2.01 -0.45 1.20
H 1.79 2.06 0.20
*
```